ORCA calculation (ωB97M-V/def2-TZVPD) on a 2-piece molecular cluster, C3H9NO2 overall.

## Properties
Energy relative to the best compared isomer or geometry (same formula, charge and spin)   100.6 kJ/mol
LUMO energy   0.026 Eh
Calculated total energy   -8841.9129 eV
SMILES   CC(N)=O.CO
E_HOMO   -9.8 eV
Gap between HOMO and LUMO   10.51 eV

CARTESIAN COORDINATES (ANGSTROEM)
C -0.8415 2.6357 1.2317
O 0.5297 2.3860 0.9028
H 0.5016 1.7176 0.2370
H -1.3286 1.7140 1.5536
H -0.9122 3.3571 2.0447
H -1.2844 3.1186 0.3608
C 1.0071 -2.5286 -0.4336
C 0.1401 -1.2856 -0.5980
O 0.7330 -0.2258 -0.6031
N -1.2161 -1.2712 -0.7102
H -1.6913 -0.3900 -0.6036
H -1.8721 -2.0301 -0.8564
H 1.5799 -2.6831 -1.3456
H 0.4635 -3.4711 -0.3290
H 1.5892 -2.3501 0.4618


ORCA calculation (ωB97M-V/def2-TZVPD) on C3H9NO2 in the gas phase.

## Properties
Energy relative to the best compared isomer or geometry (same formula, charge and spin)   218.1 kJ/mol
LUMO energy   0.029 Eh
Calculated total energy   -8840.6948 eV
SMILES   NC(CO)CO
E_HOMO   -9.2 eV
Gap between HOMO and LUMO   9.99 eV

CARTESIAN COORDINATES (ANGSTROEM)
C -0.6094 0.5856 0.8308
O -1.0822 1.9119 0.6239
C 0.4364 0.2077 -0.2376
C 0.8123 -1.2948 -0.2746
O 0.4642 -1.9563 0.9433
N -0.0681 0.4933 -1.5566
H -0.2639 0.5619 1.8974
H -1.3619 -0.1672 0.9261
H -0.3008 2.4659 0.7445
H 1.2527 0.8297 0.1328
H 1.8748 -1.4923 -0.2729
H 0.3380 -1.6652 -1.1887
H -0.4708 -2.1032 1.0915
H -0.9694 0.1449 -1.8427
H -0.0517 1.4780 -1.8171


Q: Which of these has the lowest LUMO energy?
A: number 1


What did the first record say?
ORCA calculation (ωB97M-V/def2-TZVPD) on a 2-piece molecular cluster, C3H9NO2 overall.

## Properties
Energy relative to the best compared isomer or geometry (same formula, charge and spin)   100.6 kJ/mol
LUMO energy   0.026 Eh
Calculated total energy   -8841.9129 eV
SMILES   CC(N)=O.CO
E_HOMO   -9.8 eV
Gap between HOMO and LUMO   10.51 eV

CARTESIAN COORDINATES (ANGSTROEM)
C -0.8415 2.6357 1.2317
O 0.5297 2.3860 0.9028
H 0.5016 1.7176 0.2370
H -1.3286 1.7140 1.5536
H -0.9122 3.3571 2.0447
H -1.2844 3.1186 0.3608
C 1.0071 -2.5286 -0.4336
C 0.1401 -1.2856 -0.5980
O 0.7330 -0.2258 -0.6031
N -1.2161 -1.2712 -0.7102
H -1.6913 -0.3900 -0.6036
H -1.8721 -2.0301 -0.8564
H 1.5799 -2.6831 -1.3456
H 0.4635 -3.4711 -0.3290
H 1.5892 -2.3501 0.4618


Q: Among the records above, which one has the lowest LUMO energy?
A: number 1